# C56H66BIN3O25

A structure of composition C56H66BIN3O25 in a non-equilibrium geometry (the ωB97M-V functional and the def2-TZVPD basis, the Open Molecules 2025 dataset).

Results
E_HOMO: -10.62 eV
LUMO: -3.73 eV
Total charge: +1
F_max: 3.92 eV/Å

Geometry as XYZ:
```
152
Properties=species:S:1:pos:R:3:mulliken_charge:R:1
C -1.58336 -1.43466 0.16014 -0.97
C -0.95210 -2.50017 -0.83630 -0.08
C -0.01722 -3.53250 -0.08522 0.02
C 0.03442 -4.94475 -0.78367 -0.90
C 1.46247 -5.31363 -1.37662 0.17
C 1.80388 -6.84147 -1.19160 -1.04
C 3.01838 -7.10029 -0.22343 -0.71
C 2.90946 -6.19714 1.05701 0.74
C 3.85694 -6.68006 2.24234 -1.10
C 5.14344 -5.78438 2.26018 -0.78
C 5.13361 -4.63641 3.32648 -1.84
C 4.47587 -3.30884 2.81199 1.59
B 5.07235 -2.66037 1.44556 0.09
C 6.59610 -2.17989 1.28323 -0.80
O 4.19646 -2.55159 0.32881 -0.47
C 2.91200 -3.58623 2.88025 -0.14
N 2.35722 -2.67526 3.96151 -0.03
C 3.20823 -1.55205 3.84179 -0.35
N 2.90410 -0.29824 3.78700 0.20
C 3.85350 0.82728 3.64104 0.31
C 4.85957 0.67335 2.44030 -0.84
C 4.58544 1.21135 4.99524 -0.75
C 5.22165 2.65027 4.76145 -0.07
C 6.80111 2.46985 4.79292 -1.22
N 4.52377 -2.10223 3.73445 -0.23
I 5.19229 -2.43197 5.67114 0.17
H -2.60758 -1.13463 -0.15994 0.18
H -1.68780 -1.83182 1.19629 0.39
H -0.99651 -0.48275 0.17634 0.16
H -1.80399 -2.99614 -1.34460 0.43
H -0.35301 -1.90362 -1.56560 -0.24
H 0.97923 -3.09060 0.14248 -0.19
H -0.51373 -3.68972 0.90896 0.34
H -0.28344 -5.70659 -0.03374 0.36
H -0.68358 -4.95627 -1.63592 0.41
H 2.25304 -4.61825 -1.01552 -0.23
H 1.37496 -5.13456 -2.47663 0.46
H 0.90292 -7.36402 -0.79677 0.35
H 2.01942 -7.27560 -2.19091 0.34
H 4.00353 -6.93383 -0.72732 0.26
H 3.00516 -8.17328 0.09414 0.40
H 3.18916 -5.16205 0.73564 -0.70
H 1.84624 -6.14306 1.40317 0.31
H 3.25597 -6.61467 3.17836 0.42
H 4.08433 -7.74954 2.03662 0.45
H 5.99633 -6.45736 2.52881 0.48
H 5.33730 -5.45221 1.21604 0.34
H 4.52257 -4.99343 4.19045 0.48
H 6.17775 -4.50263 3.68775 0.58
H 6.70259 -1.07901 1.34757 0.28
H 7.27785 -2.70920 1.99603 0.31
H 6.92485 -2.50232 0.26061 0.33
H 4.33466 -3.36413 -0.17673 0.19
H 2.40271 -3.20530 1.96395 -0.38
H 2.56998 -4.57936 3.24678 0.31
H 1.39650 -2.36713 3.80629 0.39
H 1.91585 -0.07321 3.85892 0.37
H 3.22950 1.72266 3.40394 0.04
H 5.74939 0.13909 2.82751 0.06
H 4.35295 0.12376 1.60881 0.21
H 5.14147 1.69047 2.10620 0.44
H 3.77733 1.31651 5.76059 0.32
H 5.33396 0.45475 5.29810 0.13
H 4.92438 3.07682 3.77422 -0.10
H 4.96180 3.34974 5.58524 0.43
H 7.30727 3.16777 4.09476 0.33
H 7.19962 2.59530 5.82232 0.33
H 7.08322 1.43966 4.46421 0.25
C -4.63038 3.93088 -2.16952 -0.92
C -4.73698 2.87092 -1.36308 0.27
C -3.73934 1.76190 -1.39617 1.04
O -3.85762 0.81990 -0.63576 -0.67
C -2.64643 1.85129 -2.35814 -0.80
C -2.53859 2.90623 -3.16667 0.23
C -3.51958 4.02966 -3.11932 0.75
O -3.37289 4.97882 -3.86036 -0.62
O -1.53852 3.00007 -4.06017 -0.56
O -5.74877 2.75365 -0.48353 -0.51
H -5.34629 4.74284 -2.15515 0.48
H -1.93955 1.03337 -2.38210 0.58
H -1.68206 3.84668 -4.51893 0.36
H -5.59925 1.90843 -0.02563 0.32
C 3.72081 3.64144 -0.64340 -0.95
C 2.66710 3.55114 -1.46017 0.21
C 1.27135 3.54418 -0.93617 1.16
O 0.34421 3.48198 -1.71346 -0.48
C 1.08191 3.61091 0.51461 -0.78
C 2.13427 3.69881 1.32845 0.28
C 3.52922 3.73364 0.80178 0.79
O 4.45793 3.83137 1.58431 -0.66
O 1.98893 3.76197 2.66800 -0.71
O 2.81200 3.46048 -2.78843 -0.57
H 4.73744 3.64900 -1.01147 0.52
H 0.06600 3.58800 0.88469 0.53
H 2.89295 3.82622 3.02063 0.34
H 1.90655 3.40676 -3.14623 0.30
C 3.64737 0.95192 -4.57211 -1.03
C 4.09975 0.73102 -5.80936 0.38
C 3.80193 -0.54035 -6.53352 0.86
O 4.21628 -0.69308 -7.66294 -0.59
C 3.01656 -1.56034 -5.83580 -0.85
C 2.56829 -1.33924 -4.59818 0.04
C 2.84346 -0.05742 -3.88540 1.28
O 2.39937 0.10858 -2.76313 -0.45
O 1.84670 -2.26180 -3.93462 -0.49
O 4.84130 1.64083 -6.45911 -0.58
H 3.85398 1.86728 -4.03742 0.44
H 2.82194 -2.48379 -6.36331 0.47
H 1.64602 -1.86087 -3.07126 0.20
H 5.03744 1.24416 -7.32644 0.35
C 0.09887 -3.07052 9.32223 -1.02
C 0.50177 -3.62525 10.46989 0.29
C 1.93436 -3.97193 10.70852 0.93
O 2.26190 -4.45595 11.76878 -0.57
C 2.89255 -3.71084 9.63063 -0.71
C 2.48581 -3.16094 8.48704 -0.11
C 1.05990 -2.78994 8.25960 1.04
O 0.74251 -2.27224 7.20272 -0.61
O 3.34699 -2.90788 7.46687 -0.33
O -0.36068 -3.89435 11.45847 -0.54
H -0.93474 -2.81275 9.13800 0.43
H 3.92465 -3.98176 9.80708 0.43
H 2.79549 -2.51170 6.76583 0.43
H 0.17400 -4.28629 12.17179 0.36
C -11.39792 4.72265 -2.68679 -0.83
C -10.29699 5.32966 -3.13876 0.14
C -8.98275 5.17709 -2.44745 1.18
O -8.00051 5.73073 -2.90174 -0.64
C -8.93522 4.36094 -1.23597 -1.03
C -10.03549 3.75698 -0.78214 0.38
C -11.34412 3.88677 -1.48765 0.88
O -12.31593 3.30514 -1.04976 -0.61
O -10.01707 3.00342 0.33049 -0.57
O -10.32014 6.10414 -4.23627 -0.46
H -12.35518 4.82308 -3.17918 0.44
H -7.98030 4.27309 -0.73573 0.43
H -10.92960 2.68277 0.44008 0.35
H -9.40675 6.42210 -4.35384 0.35
C -7.96279 6.35829 -8.40321 -1.00
C -7.88563 5.76194 -9.59539 0.37
C -9.07845 5.12622 -10.22977 0.92
O -8.96685 4.61145 -11.32341 -0.60
C -10.34174 5.14885 -9.49274 -0.90
C -10.41731 5.74237 -8.29907 0.42
C -9.23179 6.40102 -7.67888 0.99
O -9.35432 6.94417 -6.59958 -0.62
O -11.56401 5.77459 -7.59959 -0.57
O -6.73220 5.70665 -10.28076 -0.56
H -7.10702 6.82412 -7.93452 0.44
H -11.19423 4.66997 -9.95376 0.43
H -11.35497 6.25709 -6.77885 0.32
H -6.94256 5.22943 -11.10265 0.35
```

---

# C7H16N2O

A cluster of 2 separate species, C7H16N2O in total in a non-equilibrium geometry (the ωB97M-V functional and the def2-TZVPD basis, the Open Molecules 2025 dataset).

Results
E_HOMO: -18.50 eV
LUMO: -7.50 eV
Total charge: +2
F_max: 4.81 eV/Å
Energy above the lowest of the compared OMol25 structures with the same formula, charge and spin: 45.4 kcal/mol

Geometry as XYZ:
```
26
Properties=species:S:1:pos:R:3:mulliken_charge:R:1
C -0.65057 0.22882 0.24085 0.31
C -1.31210 1.52683 0.36005 -0.76
C -2.76597 1.22506 -0.12075 -0.64
C -2.80320 -0.27989 -0.21539 -0.59
C -1.05328 -2.13833 -0.23114 -0.86
C 3.38656 0.88085 -0.34420 -0.88
C 1.37217 -0.12823 0.76360 -0.18
N -1.39034 -0.74360 -0.05990 0.05
N 2.10909 0.07241 -0.54518 -0.25
O 1.64904 -1.31558 1.14755 -0.47
H -1.10000 2.16142 1.13839 0.61
H -0.98863 1.98493 -0.47334 0.31
H -3.36344 1.61294 0.66114 0.30
H -2.96518 1.86706 -0.98742 0.36
H -3.29324 -0.82538 0.65217 0.37
H -3.27732 -0.70324 -1.08481 0.40
H -0.08007 -2.42186 0.21796 0.32
H -1.11890 -2.33900 -1.35256 0.35
H -1.90826 -2.61945 0.20010 0.35
H 4.06065 0.67247 -1.16771 0.37
H 2.92399 1.88980 -0.36880 0.39
H 3.83020 0.55524 0.56885 0.38
H 1.58107 0.68681 1.55535 0.54
H 1.75750 0.53224 -1.36078 0.40
H 2.40211 -0.82473 -1.01031 0.44
H 2.13952 -1.45910 1.98845 0.39
```

---

# C2H12N5

A cluster of 2 separate species, C2H12N5 in total in a non-equilibrium geometry (the ωB97M-V functional and the def2-TZVPD basis, the Open Molecules 2025 dataset).

Results
E_HOMO: -13.12 eV
LUMO: -2.87 eV
Total charge: +1
F_max: 2.82 eV/Å
Energy above the lowest of the compared OMol25 structures with the same formula, charge and spin: 11.0 kcal/mol

Geometry as XYZ:
```
19
Properties=species:S:1:pos:R:3:mulliken_charge:R:1
N -1.57060 1.90095 1.94864 -0.40
C -0.85475 1.28481 0.97954 0.47
N -0.32973 0.08511 1.22929 -0.32
N -0.75737 1.82003 -0.24588 -0.29
H -2.04126 2.76394 1.74200 0.24
H -1.92395 1.36801 2.75434 0.24
H -0.15034 -0.16839 2.20195 0.25
H 0.15980 -0.34852 0.47959 0.58
H -0.88507 2.81384 -0.37591 0.24
H -0.23305 1.29702 -0.94590 0.34
N 1.56142 -2.76055 -1.52131 -0.59
C 1.09432 -1.67696 -0.70134 -0.96
N 0.63751 -0.45680 -1.31230 -0.71
H 0.94883 -2.77553 -2.34138 0.28
H 2.50428 -2.54118 -1.91821 0.28
H 0.26449 -2.12378 -0.12841 0.36
H 1.83924 -1.35647 0.02987 0.47
H 1.42932 -0.03045 -1.86917 0.26
H -0.13833 -0.66678 -1.98696 0.28
```

---

# C32H53Cl2PPtTe

A structure of composition C32H53Cl2PPtTe (the ωB97M-V functional and the def2-TZVPD basis, the Open Molecules 2025 dataset).

Results
E_HOMO (alpha / beta): -13.79 / -14.42 eV
LUMO (alpha / beta): -5.31 / -8.31 eV
Total charge: +2
F_max: 0.48 eV/Å
2S+1: 3

Geometry as XYZ:
```
90
Properties=species:S:1:pos:R:3:mulliken_spin:R:1
Pt -0.27910 -0.07736 0.45271 0.86
Cl 0.52419 -0.03197 4.04169 0.01
C 2.21449 -0.30069 3.57314 0.00
Cl 2.40224 -0.44841 1.80457 0.00
H 2.54129 -1.22913 4.02026 0.00
H 2.80925 0.53745 3.90658 0.00
C 1.27597 5.14729 -2.34755 0.00
C 1.72250 4.10564 -1.32142 0.01
C 1.51591 4.63104 0.10524 0.03
C 1.06460 2.75430 -1.52200 0.00
C 1.75039 1.59221 -1.18374 0.00
C 1.28524 0.30799 -1.50039 0.11
C 2.36736 -0.76622 -1.54368 0.00
C 3.01535 -0.78468 -2.93926 0.01
C 1.97683 -2.17004 -1.09484 -0.01
C -0.06425 0.17353 -1.98719 -0.18
C -0.76438 1.37953 -2.36301 0.16
C -0.18888 2.61258 -2.11477 0.00
C -1.98687 1.34979 -3.27431 0.00
C -1.53464 1.63370 -4.71976 0.01
C -3.08102 2.35283 -2.90440 0.01
C -0.57715 -1.14068 -2.54601 0.15
C -0.31932 -1.39253 -3.89316 0.01
C -0.77758 -2.53936 -4.52229 0.00
C -1.51982 -3.47090 -3.81024 0.00
C -1.78111 -3.24354 -2.47048 0.00
C -1.31778 -2.09105 -1.82621 -0.13
P -1.63388 -1.91385 -0.05168 0.41
C -1.16211 -3.49330 0.88105 -0.03
C 0.01261 -4.24056 0.22413 0.02
C -2.33357 -4.47689 1.01035 0.02
C -0.73272 -3.05430 2.29117 0.10
C -3.44436 -1.47531 0.16917 0.02
C -3.73091 -1.31821 1.66826 0.05
C -3.66624 -0.12763 -0.51876 0.00
C -4.42451 -2.45469 -0.49101 0.02
H 1.91278 6.02956 -2.27715 0.00
H 0.24837 5.47691 -2.16600 0.00
H 1.34208 4.76938 -3.37050 0.00
H 2.79406 3.93890 -1.45065 0.00
H 0.46432 4.88178 0.27696 0.00
H 2.09289 5.54407 0.25367 0.00
H 1.83345 3.90754 0.85910 0.00
H 2.76542 1.68300 -0.80673 0.00
H 3.13668 -0.41271 -0.85540 0.00
H 2.37887 -1.30179 -3.65768 0.00
H 3.96449 -1.32168 -2.89268 0.00
H 3.21742 0.22281 -3.30934 0.00
H 1.41866 -2.71306 -1.85790 0.00
H 1.37289 -2.13666 -0.18621 0.02
H 2.87476 -2.74714 -0.86561 0.00
H -0.70344 3.49767 -2.47534 0.00
H -2.41527 0.35031 -3.25802 0.00
H -1.12551 2.64413 -4.79723 0.00
H -2.38919 1.56404 -5.39594 0.00
H -0.77204 0.93821 -5.06883 0.00
H -2.75606 3.38245 -3.07860 0.00
H -3.40282 2.26093 -1.87033 0.00
H -3.95334 2.18548 -3.53968 0.00
H 0.25944 -0.67319 -4.46057 0.00
H -0.55357 -2.70488 -5.56957 0.00
H -1.88435 -4.36974 -4.29044 0.00
H -2.33748 -3.98543 -1.90962 0.00
H -0.06706 -4.32754 -0.85766 0.00
H 0.02444 -5.25340 0.63246 0.00
H 0.97262 -3.78888 0.46535 0.00
H -2.63142 -4.90247 0.05143 0.00
H -3.20527 -4.05764 1.50089 0.00
H -1.98317 -5.30286 1.63242 0.00
H 0.09536 -2.34480 2.25878 -0.05
H -0.39222 -3.93646 2.84082 0.00
H -1.55365 -2.60470 2.85605 0.01
H -3.00680 -0.65129 2.13963 -0.01
H -3.72218 -2.26270 2.21036 0.00
H -4.72663 -0.88265 1.79318 0.00
H -3.01331 0.64854 -0.12508 0.00
H -4.70509 0.17446 -0.35719 0.00
H -3.50747 -0.20124 -1.59352 0.00
H -4.41584 -3.45058 -0.06698 0.00
H -4.25757 -2.52441 -1.56626 0.00
H -5.43075 -2.05282 -0.35000 0.00
C -2.53518 3.33938 0.66150 -0.01
Te -1.02878 2.21841 1.62226 0.31
C -2.34803 1.69943 3.19460 0.01
H -2.76379 4.14899 1.35340 0.01
H -3.40759 2.70932 0.51142 0.00
H -2.16983 3.73411 -0.28084 0.00
H -3.31784 1.45608 2.76564 0.00
H -2.41957 2.58060 3.83132 0.02
H -1.95817 0.86129 3.76678 0.00
```